(1)
14
Properties=species:S:1:pos:R:3:nbo_charge:R:1 method="wB97M-V/def2-TZVPD" fmax_ev_per_a=5.8 lumo_ev=0.358 smiles="Br[C@]12C=C[C@@H]3S[C@@H]3[C@H]1S2" de_lowest_ev=0.415 homo_energy_ev=-8.82 e_tot_ev=-98013.231
Br 3.130 -0.710 0.104 0.1442
C 1.481 0.065 0.047 -0.2797
C 0.538 -0.182 1.463 -0.1458
C -0.789 -0.192 1.371 -0.2589
C -1.492 -0.117 0.017 -0.2351
S -1.226 -1.703 -1.113 0.0402
C -0.723 0.085 -1.233 -0.3130
C 0.736 0.363 -1.171 -0.3319
S 1.285 1.829 -0.226 0.1593
H 1.164 -0.429 2.429 0.2434
H -1.492 -0.002 2.257 0.2362
H -2.579 0.196 -0.025 0.2500
H -1.347 0.674 -1.898 0.2445
H 1.314 0.123 -2.021 0.2467

---

(2)
22
Properties=species:S:1:pos:R:3:mulliken_charge:R:1 method="wB97M-V/def2-TZVPD" fmax_ev_per_a=2.1 charge=-1 lumo_ev=1.661 de_lowest_ev=0.454 homo_energy_ev=-3.22 e_tot_ev=-44684.199
K -2.462 0.388 1.511 0.9230
S -2.754 -2.953 1.595 1.0068
O -2.367 -4.353 1.773 -0.7336
O -3.748 -2.517 2.600 -0.7373
O -1.546 -2.080 1.721 -0.7669
O -3.304 -2.675 0.237 -0.7245
C 0.541 2.822 -1.792 -0.5798
C -0.637 2.123 -1.265 0.3239
N -1.549 1.576 -0.849 -0.3978
H 0.644 2.628 -2.855 0.2466
H 1.382 2.366 -1.263 0.1107
H 0.488 3.882 -1.567 0.2931
N 0.594 -0.749 0.191 0.3545
C 1.093 0.167 1.058 -0.2561
C 2.245 0.708 0.510 -0.7583
C 2.463 0.024 -0.715 -0.3305
C 1.423 -0.867 -0.875 -0.7050
H -0.328 -1.187 0.212 0.1562
H 0.503 0.488 1.900 0.3812
H 2.819 1.513 0.939 0.4002
H 3.311 0.201 -1.357 0.4063
H 1.189 -1.505 -1.710 0.3872